The following is a quantum chemistry calculation of a 5-piece molecular cluster, C43H37F25NO2 overall at a distorted geometry, from the Open Molecules 2025 dataset.

XYZ file:
```
108
Properties=species:S:1:pos:R:3:forces:R:3
C 0.48845 4.63938 1.80204 -0.138 0.110 0.832
C 0.70499 3.31400 2.52828 0.595 -0.368 -0.372
C 0.18265 2.10386 1.75330 -0.455 0.084 0.105
C -1.35472 2.15357 1.50115 1.727 0.627 0.168
N -1.61408 1.93649 0.09046 0.035 -1.478 0.226
F -1.26393 3.14122 -0.55424 -0.069 0.109 -0.155
C -2.98331 1.54485 -0.21925 -1.910 0.646 0.046
C -3.28778 1.49813 -1.72223 0.491 0.470 0.206
C -3.44000 2.86288 -2.39892 0.343 -0.764 -1.464
C -4.04629 2.65502 -3.78512 -1.298 0.341 1.440
F -3.75197 3.64330 -4.64171 0.447 -0.067 -0.409
F -5.40789 2.68366 -3.67712 -0.056 -0.129 -0.173
F -3.77452 1.47081 -4.34900 0.507 0.005 -0.512
C -3.32018 0.15933 0.40043 1.491 0.548 0.655
C -2.15090 -0.83808 0.49212 -0.507 -0.217 -0.180
C -1.96454 -1.75299 -0.73807 -0.526 0.635 1.485
F -2.90526 -1.51516 -1.67059 0.185 0.015 -0.568
F -2.16790 -3.03432 -0.31938 0.340 -0.413 -0.360
C -0.53876 -1.60671 -1.31425 -0.245 -0.496 0.788
F -0.29286 -0.31640 -1.54846 -0.004 0.054 -0.655
F 0.29181 -1.97857 -0.30869 0.127 -0.250 0.080
C -0.13910 -2.51061 -2.50614 0.101 -0.137 0.189
F 1.20979 -2.55710 -2.54177 0.140 0.444 -0.364
F -0.52491 -3.77588 -2.26156 -0.451 -0.044 0.079
C -0.65494 -2.16805 -3.91939 0.206 -0.166 -0.825
F -0.14394 -3.12264 -4.73828 0.366 0.060 0.197
F -1.97824 -2.29610 -4.02467 -0.228 0.232 0.491
C -0.28113 -0.79946 -4.56529 -0.363 0.065 -0.686
F -0.63538 -0.92056 -5.87393 0.087 -0.306 -0.090
F -1.04140 0.17986 -4.08373 0.193 0.050 0.592
C 1.20611 -0.39428 -4.60396 0.779 0.632 -0.226
F 1.98554 -1.43631 -4.93876 -0.230 -0.392 -0.047
F 1.65417 0.07014 -3.42465 -0.460 0.022 0.232
C 1.50500 0.71388 -5.67376 0.671 0.004 0.560
F 0.54237 1.63687 -5.73136 -0.199 -0.080 -0.115
F 1.68333 0.13799 -6.86754 -0.321 -0.084 -0.235
C 2.84214 1.47187 -5.36206 -0.126 0.544 -1.017
F 3.83433 0.64856 -5.04139 -0.137 0.038 0.329
F 2.66985 2.41835 -4.45270 0.137 -0.348 0.341
F 3.19933 2.09522 -6.50528 -0.015 -0.090 0.178
C -4.05004 2.52275 0.40683 -1.362 0.902 0.543
O -5.18525 2.03510 0.66801 0.832 -0.285 -0.395
O -3.72379 3.72178 0.56296 0.427 -0.481 -0.180
H 0.80278 4.60418 0.76338 0.007 -0.046 -0.115
H -0.55196 4.95253 1.85704 -0.123 -0.024 -0.279
H 1.05562 5.40619 2.33290 0.112 0.138 -0.156
H 1.78519 3.16992 2.63154 0.051 0.009 0.141
H 0.29443 3.31930 3.53886 0.194 0.311 -0.401
H 0.41880 1.18006 2.28837 0.132 -0.006 0.082
H 0.71189 2.04592 0.80206 -0.108 0.026 -0.156
H -1.69805 3.13235 1.82544 -0.577 -0.043 -0.084
H -1.79341 1.38467 2.12592 -0.519 -0.061 -0.275
H -2.49191 0.95036 -2.22456 -0.016 -0.076 -0.093
H -4.21517 0.94751 -1.84898 -0.089 -0.082 0.094
H -4.11315 3.54296 -1.89034 0.228 0.149 0.303
H -2.46138 3.29438 -2.59138 -0.003 0.327 0.378
H -3.59618 0.38190 1.42758 -0.128 -0.166 0.105
H -4.21530 -0.25116 -0.04107 -0.028 -0.045 -0.230
H -2.36921 -1.49392 1.33250 -0.014 -0.335 -0.117
H -1.22076 -0.35509 0.76537 0.120 0.220 -0.253
F -1.14462 2.58539 4.62718 -0.413 -0.230 0.346
C -1.09515 2.58928 5.96983 0.023 -0.005 0.216
C -2.21662 2.96187 6.68379 -0.224 0.074 -0.071
C -2.15805 2.96305 8.06954 0.171 -0.040 -0.013
C -0.98371 2.60408 8.71955 -0.009 0.013 0.071
C 0.13434 2.23757 7.98243 -0.129 0.037 0.012
C 0.08056 2.22386 6.59623 0.194 -0.048 -0.099
H -3.11801 3.24556 6.15657 0.026 -0.023 -0.040
H -3.03062 3.24550 8.64327 -0.015 0.013 -0.020
H -0.94115 2.61043 9.80107 0.003 -0.005 -0.003
H 1.05140 1.96218 8.48665 0.018 -0.005 -0.024
H 0.93813 1.93488 6.00212 -0.021 0.029 -0.032
F -2.86563 -8.30988 -8.14065 -0.018 -0.026 -0.016
C -2.03507 -7.36205 -7.65834 0.162 0.193 0.095
C -0.74094 -7.70978 -7.32784 0.082 -0.213 -0.023
C 0.11199 -6.73184 -6.83605 -0.151 0.085 -0.033
C -0.34065 -5.42966 -6.67391 0.088 -0.044 -0.034
C -1.64687 -5.10143 -7.00820 0.081 -0.080 0.000
C -2.50262 -6.07181 -7.50912 -0.198 0.049 -0.049
H -0.41073 -8.73242 -7.45477 -0.031 0.000 -0.017
H 1.13107 -6.98739 -6.57819 -0.003 -0.024 0.006
H 0.32470 -4.67333 -6.28901 0.031 -0.003 -0.023
H -2.00089 -4.08730 -6.87800 -0.011 0.000 -0.002
H -3.52223 -5.83476 -7.78267 -0.003 -0.033 0.012
F 3.37510 -5.84859 2.81662 0.007 -0.014 0.033
C 3.39425 -5.49642 1.51462 -0.006 0.077 -0.260
C 4.60942 -5.37703 0.87088 0.199 -0.046 0.104
C 4.62653 -5.01875 -0.46942 -0.151 0.009 0.004
C 3.43619 -4.77724 -1.14141 0.022 0.009 -0.081
C 2.22466 -4.89866 -0.47479 0.178 -0.048 0.042
C 2.19965 -5.26553 0.86273 -0.178 -0.028 0.107
H 5.52600 -5.56228 1.41539 -0.024 -0.011 0.022
H 5.57095 -4.92726 -0.98930 0.016 0.009 0.022
H 3.45248 -4.49341 -2.18562 -0.016 0.016 0.009
H 1.29938 -4.70716 -0.99503 -0.046 -0.019 0.017
H 1.26531 -5.37220 1.39796 0.018 0.021 0.020
F 2.89125 4.35418 4.80313 0.000 0.006 -0.040
C 3.45849 4.30190 6.01793 0.074 -0.001 0.227
C 4.65253 3.62565 6.17543 0.114 -0.103 -0.144
C 5.23552 3.57587 7.43338 -0.123 0.072 0.051
C 4.61661 4.19055 8.51371 0.038 -0.014 0.071
C 3.41386 4.86125 8.33538 0.107 -0.073 -0.063
C 2.82976 4.92368 7.07894 -0.187 0.111 0.008
H 5.11388 3.14668 5.32197 -0.028 0.022 -0.020
H 6.17414 3.05564 7.57039 -0.002 -0.018 -0.021
H 5.07209 4.14621 9.49440 -0.004 0.002 -0.002
H 2.92794 5.33675 9.17693 -0.017 0.016 -0.013
H 1.89630 5.44643 6.91737 -0.012 -0.044 -0.033
```
Forces are in eV/Å.

Values from the calculation:
E_tot = -4362.681662 Ha
Highest occupied orbital energy = -4.68 eV
Total charge = -1
Frontier orbital gap = 6.73 eV
Molar mass = 1074.72 u
Largest force on an atom = 0.03922 hartree/bohr
LUMO level = 2.0 eV

Results of the Löwdin charge analysis, in e, for atoms 1 through 8: -0.0983, -0.2781, -0.1816, -0.1613, -0.0527, -0.0228, -0.3433, -0.1036